A 2-piece molecular cluster, C3H11N2O overall. Source: the OMol25 dataset; level of theory: ωB97M-V/def2-TZVPD.

XYZ file:
```
17
Properties=species:S:1:pos:R:3
C 0.167 2.506 -1.522
N -0.684 1.317 -1.151
C -0.548 1.020 0.217
O -1.194 -0.274 0.613
H -0.156 3.388 -0.968
H 0.146 2.664 -2.600
H 1.204 2.280 -1.234
H -0.393 0.475 -1.723
H 0.486 0.994 0.539
H -1.067 1.791 0.801
H -2.164 -0.167 0.453
C 0.627 -1.856 0.787
N 1.529 -2.749 1.028
H 0.847 -0.877 1.189
H -0.250 -2.043 0.175
H 1.440 -3.643 0.581
H 2.066 -2.662 1.849
```

Computed properties:
- charge = 0
- energy relative to the best compared isomer or geometry (same formula, charge and spin) (kJ/mol) = 123.3
- lowest unoccupied orbital energy (spin up / spin down) (eV) = 1.096 / 1.050
- E_tot (eV) = -8313.7551
- HOMO-LUMO gap (spin up / spin down) (eV) = 6.27 / 10.07
- multiplicity = 2
- ⟨S²⟩ = 0.75



A 2-piece molecular cluster, C3H11N2O overall. Source: the OMol25 dataset; level of theory: ωB97M-V/def2-TZVPD.

XYZ file:
```
17
Properties=species:S:1:pos:R:3
C -3.302 0.118 0.025
C -2.003 0.166 -0.794
N 1.391 -0.028 0.543
C 0.274 0.455 -0.066
N -0.881 -0.269 0.068
H -4.124 0.690 -0.416
H -3.811 -0.891 0.134
H -3.232 0.746 0.991
H -2.181 -0.382 -1.756
H -1.651 1.196 -1.003
H 1.575 -0.772 1.127
H 2.251 0.437 0.456
H 0.476 1.298 -0.909
H -1.139 -0.930 0.929
H 5.711 0.063 0.237
H 5.480 -1.228 -0.117
O 5.167 -0.670 0.552
```

Computed properties:
- charge = +1
- energy relative to the best compared isomer or geometry (same formula, charge and spin) (kJ/mol) = 227.8
- lowest unoccupied orbital energy (eV) = -4.143
- E_tot (eV) = -8309.4311
- HOMO-LUMO gap (eV) = 10.60



A 2-piece molecular cluster, C3H11N2O overall. Source: the OMol25 dataset; level of theory: ωB97M-V/def2-TZVPD.

XYZ file:
```
17
Properties=species:S:1:pos:R:3
C -0.836 -1.846 -0.199
C -0.504 -0.415 0.044
C -0.381 0.566 -0.859
N -0.496 0.415 -2.194
N -0.177 -0.012 1.435
H -1.908 -2.029 -0.233
H -0.424 -2.547 0.525
H -0.452 -2.199 -1.155
H -0.216 1.582 -0.540
H -0.783 -0.451 -2.622
H -0.473 1.200 -2.818
H 0.024 -0.816 2.031
H -0.953 0.450 1.910
H 0.639 0.637 1.430
H 2.868 1.259 1.024
H 2.066 2.534 1.329
O 2.007 1.673 0.891
```

Computed properties:
- charge = +1
- energy relative to the best compared isomer or geometry (same formula, charge and spin) (kJ/mol) = 106.4
- lowest unoccupied orbital energy (eV) = -3.162
- E_tot (eV) = -8310.6898
- HOMO-LUMO gap (eV) = 9.06



A 2-piece molecular cluster, C3H11N2O overall. Source: the OMol25 dataset; level of theory: ωB97M-V/def2-TZVPD.

XYZ file:
```
17
Properties=species:S:1:pos:R:3
C -0.115 -0.376 -0.556
N -1.262 -1.154 -0.140
C -1.123 -1.576 1.268
O -2.179 -2.523 1.474
H -0.064 0.543 0.056
H -0.148 -0.068 -1.609
H 0.883 -0.819 -0.436
H -1.277 -1.995 -0.703
H -0.118 -2.014 1.370
H -1.208 -0.710 1.917
H -2.868 -2.341 0.822
C 1.878 2.256 -0.019
N 1.219 2.307 -1.127
H 3.046 2.023 0.008
H 1.292 2.211 0.848
H 0.331 1.842 -1.200
H 1.714 2.394 -1.974
```

Computed properties:
- charge = +1
- energy relative to the best compared isomer or geometry (same formula, charge and spin) (kJ/mol) = 394.4
- lowest unoccupied orbital energy (eV) = -6.490
- E_tot (eV) = -8307.7043
- HOMO-LUMO gap (eV) = 6.42



A 2-piece molecular cluster, C3H11N2O overall. Source: the OMol25 dataset; level of theory: ωB97M-V/def2-TZVPD.

XYZ file:
```
17
Properties=species:S:1:pos:R:3
C 1.011 -2.515 -0.106
C 0.099 -1.459 -0.703
N 0.754 -0.146 -0.756
C 0.278 0.997 -0.316
N 1.039 1.928 0.252
H 1.236 -2.317 0.932
H 0.526 -3.473 -0.258
H 1.973 -2.420 -0.614
H -0.260 -1.811 -1.665
H -0.832 -1.358 -0.142
H 1.772 -0.187 -0.744
H -0.719 1.307 -0.638
H 1.960 1.718 0.607
H 0.913 2.851 -0.141
H -2.606 1.628 1.949
H -3.380 0.596 1.137
O -2.556 1.099 1.142
```

Computed properties:
- charge = +1
- energy relative to the best compared isomer or geometry (same formula, charge and spin) (kJ/mol) = 111.1
- lowest unoccupied orbital energy (eV) = -3.975
- E_tot (eV) = -8310.6404
- HOMO-LUMO gap (eV) = 11.20



C3H11N2O2 as an isolated structure. Source: the OMol25 dataset; level of theory: ωB97M-V/def2-TZVPD.

XYZ file:
```
18
Properties=species:S:1:pos:R:3
C 0.543 0.581 -0.082
N 1.287 0.343 1.152
C 2.348 -0.422 0.892
O 2.868 -0.916 -0.347
C -0.026 -0.655 -0.740
N -1.115 -0.402 -1.694
H 1.182 1.068 -0.847
H -0.211 1.297 0.046
H -2.052 0.324 2.446
H 1.793 -1.272 0.173
H 3.079 -0.629 1.745
H -0.495 -1.295 0.098
H 0.668 -1.302 -1.293
H -1.925 0.135 -1.165
H -0.742 0.288 -2.358
H -1.374 0.454 2.045
H -3.256 1.078 0.268
O -2.572 1.325 -0.340
```

Computed properties:
- charge = -1
- energy relative to the best compared isomer or geometry (same formula, charge and spin) (kJ/mol) = 491.8
- lowest unoccupied orbital energy (eV) = 3.337
- E_tot (eV) = -10359.7150
- HOMO-LUMO gap (eV) = 6.56



An isolated ion of composition C3H11N2O2 and charge +1. Source: the OMol25 dataset; level of theory: ωB97M-V/def2-TZVPD.

XYZ file:
```
18
Properties=species:S:1:pos:R:3
C 1.510 0.849 0.305
C 0.254 -0.302 0.016
N 0.708 -1.604 0.475
N 0.177 -0.451 -1.502
C -1.072 0.309 0.522
O -2.132 -0.538 0.288
O -1.107 1.621 -0.037
H 2.425 0.335 0.507
H 1.106 1.217 1.246
H 1.610 1.515 -0.560
H 1.549 -1.642 1.117
H 0.044 -2.307 0.709
H -0.559 -1.017 -1.697
H -0.015 0.416 -2.053
H 1.052 -0.803 -1.955
H -0.917 0.479 1.597
H -2.799 -0.115 0.736
H -1.834 2.037 0.286
```

Computed properties:
- charge = +1
- energy relative to the best compared isomer or geometry (same formula, charge and spin) (kJ/mol) = 247.3
- lowest unoccupied orbital energy (eV) = -3.222
- E_tot (eV) = -10357.1892
- structure (SMILES) = C[C@](N)([NH3+])C(O)O
- HOMO-LUMO gap (eV) = 11.26



A 2-piece molecular cluster, C3H11N2O2P overall. Source: the OMol25 dataset; level of theory: ωB97M-V/def2-TZVPD.

XYZ file:
```
19
Properties=species:S:1:pos:R:3
C 2.334 -0.544 1.560
C 0.972 -2.032 0.083
C 1.241 -0.520 0.442
N -2.579 0.403 -2.139
N -2.146 2.115 -0.169
O -2.495 3.158 -2.553
O -0.008 0.082 0.728
P -2.452 1.897 -1.765
H 3.242 0.042 1.160
H 1.919 -0.030 2.382
H 2.623 -1.530 1.944
H 0.656 -2.541 1.068
H 1.988 -2.406 -0.099
H 0.067 -2.049 -0.630
H 1.574 -0.030 -0.567
H -0.426 -0.562 1.415
H -3.050 0.146 -3.037
H -1.789 1.415 0.344
H -1.671 2.985 -0.166
```

Computed properties:
- charge = 0
- energy relative to the best compared isomer or geometry (same formula, charge and spin) (kJ/mol) = 233.5
- lowest unoccupied orbital energy (eV) = 0.483
- E_tot (eV) = -19653.1055
- HOMO-LUMO gap (eV) = 10.66



A 4-piece molecular cluster, C3H11N2O3 overall. Source: the OMol25 dataset; level of theory: ωB97M-V/def2-TZVPD.

XYZ file:
```
19
Properties=species:S:1:pos:R:3
C 0.150 -0.216 0.202
C 0.962 -0.039 -0.870
N 0.846 -1.183 -1.657
C -0.151 -1.909 -1.182
N -0.593 -1.405 -0.037
H -0.080 0.454 1.016
H 1.396 0.908 -1.092
H 1.412 -1.435 -2.448
H -0.559 -2.756 -1.701
H -1.404 -1.807 0.397
H -2.460 -3.600 -1.310
H -2.712 -3.747 0.257
O -2.280 -3.239 -0.435
H -0.775 5.652 3.134
H -1.063 6.051 1.731
O -0.688 5.317 2.234
H 3.088 1.583 0.583
H 2.032 2.330 1.139
O 2.179 1.403 0.877
```

Computed properties:
- charge = +1
- energy relative to the best compared isomer or geometry (same formula, charge and spin) (kJ/mol) = 152.3
- lowest unoccupied orbital energy (eV) = -2.773
- E_tot (eV) = -12405.5595
- HOMO-LUMO gap (eV) = 10.91



A 2-piece molecular cluster, C3H11N2O3 overall. Source: the OMol25 dataset; level of theory: ωB97M-V/def2-TZVPD.

XYZ file:
```
19
Properties=species:S:1:pos:R:3
N 0.535 1.907 -0.813
C 0.092 0.562 -0.242
C 0.394 -0.598 -1.296
O 1.644 -0.446 -1.686
C -1.362 0.895 0.085
N -1.934 -0.098 0.789
O -1.851 1.996 -0.230
H -0.140 2.564 -0.548
H 1.362 2.227 -0.398
H 0.571 1.839 -1.912
H 0.723 0.293 0.745
H 0.196 -1.575 -0.754
H -0.230 -0.380 -2.270
H 2.378 -0.819 -1.172
H -2.895 -0.132 0.977
H -1.398 -0.863 1.134
H 0.075 -2.359 3.058
H 1.347 -2.698 2.383
O 0.494 -2.316 2.151
```

Computed properties:
- charge = +1
- energy relative to the best compared isomer or geometry (same formula, charge and spin) (kJ/mol) = 186.7
- lowest unoccupied orbital energy (eV) = -3.218
- E_tot (eV) = -12405.2028
- HOMO-LUMO gap (eV) = 11.36



One molecule with the formula C3H11N2OP. Source: the OMol25 dataset; level of theory: ωB97M-V/def2-TZVPD.

XYZ file:
```
18
Properties=species:S:1:pos:R:3
C -1.604 0.651 0.714
N -0.603 -0.486 0.450
C -1.136 -1.737 -0.051
P 0.924 -0.031 -0.067
C 1.127 1.034 -1.585
N 1.414 0.951 1.238
O 1.993 -1.154 -0.384
H -2.428 0.607 0.057
H -2.150 0.304 1.669
H -1.124 1.596 0.791
H -2.077 -2.265 0.408
H -1.265 -1.716 -1.199
H -0.224 -2.438 0.159
H 0.991 0.237 -2.357
H 0.442 1.881 -1.599
H 2.140 1.344 -1.524
H 2.451 0.832 1.249
H 1.130 0.390 2.033
```

Computed properties:
- charge = 0
- energy relative to the best compared isomer or geometry (same formula, charge and spin) (kJ/mol) = 42.6
- lowest unoccupied orbital energy (eV) = 0.801
- E_tot (eV) = -17606.2926
- structure (SMILES) = CN(C)[P@@](C)(N)=O
- HOMO-LUMO gap (eV) = 10.17



One molecule with the formula C3H11N2OP. Source: the OMol25 dataset; level of theory: ωB97M-V/def2-TZVPD.

XYZ file:
```
18
Properties=species:S:1:pos:R:3
C -2.611 0.155 -0.543
N -1.293 0.609 0.067
P -0.079 -0.495 0.018
C 0.131 -1.228 1.647
O -0.473 -1.648 -1.137
N 1.243 0.501 -0.214
C 2.258 0.151 -1.216
H -2.118 -0.649 -1.141
H -3.342 -0.081 0.184
H -2.943 1.017 -1.105
H -1.248 1.059 0.986
H -0.584 -0.799 2.393
H -0.042 -2.298 1.471
H 1.048 -1.052 2.043
H 0.851 1.468 -0.299
H 2.031 -0.909 -1.535
H 2.597 0.838 -2.009
H 3.112 0.213 -0.598
```

Computed properties:
- charge = 0
- energy relative to the best compared isomer or geometry (same formula, charge and spin) (kJ/mol) = 118.5
- lowest unoccupied orbital energy (eV) = 0.774
- E_tot (eV) = -17605.5055
- structure (SMILES) = CNP(C)(=O)NC
- HOMO-LUMO gap (eV) = 10.22



Question: Which value of charge does entry 2 give?
Answer: +1



Question: The highest energy relative to the best compared isomer or geometry (same formula, charge and spin) belongs to which entry?
Answer: number 6



Please write out number 12 again, unchanged.
One molecule with the formula C3H11N2OP. Source: the OMol25 dataset; level of theory: ωB97M-V/def2-TZVPD.

XYZ file:
```
18
Properties=species:S:1:pos:R:3
C -2.611 0.155 -0.543
N -1.293 0.609 0.067
P -0.079 -0.495 0.018
C 0.131 -1.228 1.647
O -0.473 -1.648 -1.137
N 1.243 0.501 -0.214
C 2.258 0.151 -1.216
H -2.118 -0.649 -1.141
H -3.342 -0.081 0.184
H -2.943 1.017 -1.105
H -1.248 1.059 0.986
H -0.584 -0.799 2.393
H -0.042 -2.298 1.471
H 1.048 -1.052 2.043
H 0.851 1.468 -0.299
H 2.031 -0.909 -1.535
H 2.597 0.838 -2.009
H 3.112 0.213 -0.598
```

Computed properties:
- charge = 0
- energy relative to the best compared isomer or geometry (same formula, charge and spin) (kJ/mol) = 118.5
- lowest unoccupied orbital energy (eV) = 0.774
- E_tot (eV) = -17605.5055
- structure (SMILES) = CNP(C)(=O)NC
- HOMO-LUMO gap (eV) = 10.22



Question: charge of number 5 (C3H11N2O)?
Answer: +1